ORCA calculation (ωB97M-V/def2-TZVPD) on a 8-piece molecular cluster, C25H62IN2O24S7 overall in a non-equilibrium geometry.

Bonds (Å) are listed after each position.
Atoms and positions in Å:
1 N 1.62645 2.61940 1.64522  N2 1.415, H11 1.034, H12 1.031
2 N 1.29382 1.45681 0.91133  N1 1.415, C3 1.500, H13 1.032
3 C 0.10923 0.77616 1.53070  N2 1.500, C4 1.633, C8 1.603, H14 1.152
4 C -1.29525 1.10201 0.76315  C3 1.633, C5 1.608, H15 1.148, H16 1.139
5 C -2.12194 2.04201 1.77258  C4 1.608, O6 1.253, I7 2.210
6 O -2.07524 3.29408 1.74902  C5 1.253
7 I -3.33066 0.95716 3.27181  C5 2.210
8 C 0.40110 -0.79822 1.60572  C3 1.603, O9 1.271, O10 1.398
9 O 1.30321 -1.21747 2.39626  C8 1.271
10 O -0.28662 -1.74098 0.83523  C8 1.398
11 H 2.08708 2.36406 2.53504  N1 1.034
12 H 0.79104 3.19518 1.82856  N1 1.031
13 H 0.99342 1.76282 -0.02789  N2 1.032
14 H 0.02913 1.14865 2.61774  C3 1.152
15 H -1.92112 0.14908 0.63256  C4 1.148
16 H -1.14447 1.55709 -0.27026  C4 1.139
17 O 0.23880 -0.71504 -3.00140  S18 1.440
18 S -0.11435 -2.06492 -3.35576  O17 1.440, O19 1.442, O20 1.620, C23 1.769
19 O 0.48219 -2.73164 -4.48715  S18 1.442
20 O -1.72645 -2.16770 -3.47964  S18 1.620, C21 1.428
21 C -2.39909 -1.28742 -4.38137  O20 1.428, C22 1.518, H24 1.094, H25 1.093
22 C -2.18963 -1.70008 -5.82690  C21 1.518, H26 1.092, H27 1.093, H28 1.093
23 C 0.07455 -3.10284 -1.93535  S18 1.769, H29 1.091, H30 1.090, H31 1.090
24 H -2.08363 -0.25285 -4.21631  C21 1.094
25 H -3.46503 -1.34089 -4.14597  C21 1.093
26 H -1.14314 -1.59513 -6.12029  C22 1.092
27 H -2.78850 -1.07947 -6.49772  C22 1.093
28 H -2.46220 -2.74848 -5.97156  C22 1.093
29 H -0.40277 -2.62651 -1.07736  C23 1.091
30 H 1.14204 -3.22239 -1.75234  C23 1.090
31 H -0.37572 -4.07291 -2.14704  C23 1.090
32 O -5.62276 -3.04697 -3.81658  S33 1.441
33 S -5.17318 -4.38724 -3.53830  O32 1.441, O34 1.440, O35 1.617, C38 1.770
34 O -4.56265 -5.21005 -4.54992  S33 1.440
35 O -6.38224 -5.21383 -2.85210  S33 1.617, C36 1.428
36 C -7.62366 -5.30884 -3.55105  O35 1.428, C37 1.518, H39 1.094, H40 1.093
37 C -7.53648 -6.26876 -4.72385  C36 1.518, H41 1.092, H42 1.093, H43 1.093
38 C -4.09414 -4.34570 -2.13600  S33 1.770, H44 1.089, H45 1.091, H46 1.089
39 H -7.95763 -4.31838 -3.87451  C36 1.094
40 H -8.36331 -5.68120 -2.83807  C36 1.093
41 H -6.85488 -5.89519 -5.49059  C37 1.092
42 H -8.51691 -6.40543 -5.18642  C37 1.093
43 H -7.15598 -7.24038 -4.39937  C37 1.093
44 H -4.55695 -3.75413 -1.34786  C38 1.089
45 H -3.15816 -3.88432 -2.45341  C38 1.091
46 H -3.91019 -5.36686 -1.80371  C38 1.089
47 O 3.86284 -5.93494 4.59046  S48 1.440
48 S 5.05163 -5.29409 4.09119  O47 1.440, O49 1.440, O50 1.613, C53 1.771
49 O 5.67533 -4.20029 4.78984  S48 1.440
50 O 4.81244 -4.86768 2.55369  S48 1.613, C51 1.436
51 C 3.69864 -4.01646 2.24046  O50 1.436, C52 1.516, H54 1.094, H55 1.093
52 C 3.94272 -2.58351 2.66942  C51 1.516, H56 1.092, H57 1.094, H58 1.094
53 C 6.28359 -6.53151 3.79385  S48 1.771, H59 1.089, H60 1.090, H61 1.089
54 H 2.78029 -4.41005 2.68493  C51 1.094
55 H 3.57071 -4.04744 1.15583  C51 1.093
56 H 4.00849 -2.50153 3.75639  C52 1.092
57 H 3.12771 -1.93590 2.33344  C52 1.094
58 H 4.88703 -2.21348 2.25972  C52 1.094
59 H 5.83590 -7.35276 3.23675  C53 1.089
60 H 6.63913 -6.88281 4.76244  C53 1.090
61 H 7.10592 -6.08260 3.23805  C53 1.089
62 O 5.36970 1.21932 1.11628  S63 1.437
63 S 6.45759 2.14972 1.24542  O62 1.437, O64 1.440, O65 1.618, C68 1.771
64 O 6.32399 3.37858 1.98418  S63 1.440
65 O 7.03792 2.48514 -0.22668  S63 1.618, C66 1.429
66 C 6.13715 3.00003 -1.20959  O65 1.429, C67 1.518, H69 1.094, H70 1.093
67 C 5.77855 4.44993 -0.94004  C66 1.518, H71 1.092, H72 1.092, H73 1.093
68 C 7.87558 1.28708 1.86279  S63 1.771, H74 1.089, H75 1.090, H76 1.090
69 H 5.24061 2.37621 -1.27095  C66 1.094
70 H 6.64493 2.93034 -2.17479  C66 1.093
71 H 5.20929 4.55073 -0.01403  C67 1.092
72 H 5.17037 4.85590 -1.75158  C67 1.092
73 H 6.68116 5.05660 -0.83216  C67 1.093
74 H 8.01100 0.37033 1.29142  C68 1.089
75 H 7.68902 1.05382 2.91092  C68 1.090
76 H 8.74699 1.93539 1.77691  C68 1.090
77 O -4.41956 8.55818 4.75245  S78 1.440
78 S -3.07650 8.04017 4.71959  O77 1.440, O79 1.441, O80 1.614, C83 1.771
79 O -2.04878 8.64678 3.91196  S78 1.441
80 O -3.13192 6.45958 4.39776  S78 1.614, C81 1.431
81 C -3.79269 6.02825 3.20348  O80 1.431, C82 1.517, H84 1.094, H85 1.093
82 C -2.96689 6.32151 1.96574  C81 1.517, H86 1.092, H87 1.092, H88 1.092
83 C -2.47221 7.91469 6.37904  S78 1.771, H89 1.089, H90 1.090, H91 1.090
84 H -4.78679 6.47986 3.13244  C81 1.094
85 H -3.93458 4.94841 3.28957  C81 1.093
86 H -2.85901 7.39688 1.80682  C82 1.092
87 H -3.43835 5.89856 1.07633  C82 1.092
88 H -1.96164 5.90744 2.06748  C82 1.092
89 H -3.22543 7.42782 6.99606  C83 1.089
90 H -2.28576 8.92624 6.73980  C83 1.090
91 H -1.54268 7.34635 6.37279  C83 1.090
92 O 3.24580 11.33210 2.02814  S93 1.440
93 S 3.56795 10.56767 3.20501  O92 1.440, O94 1.439, O95 1.616, C98 1.771
94 O 4.08559 9.22768 3.12124  S93 1.439
95 O 2.29513 10.57682 4.20042  S93 1.616, C96 1.432
96 C 1.03755 10.10415 3.70562  O95 1.432, C97 1.517, H99 1.094, H100 1.093
97 C 1.01359 8.59301 3.57656  C96 1.517, H101 1.092, H102 1.090, H103 1.093
98 C 4.66095 11.51945 4.22248  S93 1.771, H104 1.089, H105 1.090, H106 1.089
99 H 0.79612 10.58582 2.75366  C96 1.094
100 H 0.27563 10.41310 4.42522  C96 1.093
101 H 1.71661 8.24930 2.81496  C97 1.092
102 H 0.02009 8.24536 3.29394  C97 1.090
103 H 1.30267 8.12082 4.51906  C97 1.093
104 H 4.26509 12.52863 4.32327  C98 1.089
105 H 5.63295 11.54332 3.73005  C98 1.090
106 H 4.74956 11.03386 5.19359  C98 1.089
107 O -4.90016 -10.85077 -5.95915  S108 1.440
108 S -4.18586 -10.17648 -4.90606  O107 1.440, O109 1.439, O110 1.616, C113 1.771
109 O -4.72784 -9.02043 -4.24150  S108 1.439
110 O -2.69322 -9.83322 -5.42204  S108 1.616, C111 1.430
111 C -2.54538 -9.05704 -6.61432  O110 1.430, C112 1.517, H114 1.094, H115 1.093
112 C -2.87669 -7.59507 -6.37896  C111 1.517, H116 1.092, H117 1.092, H118 1.092
113 C -3.73394 -11.36258 -3.67153  S108 1.771, H119 1.089, H120 1.090, H121 1.089
114 H -3.15436 -9.47578 -7.42108  C111 1.094
115 H -1.50045 -9.14187 -6.92245  C111 1.093
116 H -3.93219 -7.46314 -6.13387  C112 1.092
117 H -2.66455 -7.00082 -7.27061  C112 1.092
118 H -2.29921 -7.19889 -5.54064  C112 1.092
119 H -3.29101 -12.23054 -4.15704  C113 1.089
120 H -4.64214 -11.64962 -3.14178  C113 1.090
121 H -3.03194 -10.89942 -2.97912  C113 1.089

* frontier orbital gap: 6.84 eV
* E_HOMO: -0.1872 hartree
* charge: -1